Run A
This record from the OMol25 dataset describes a structure of composition C6H10N2. The level of theory is ωB97M-V/def2-TZVPD.

The geometry in XYZ format:
```
18
Properties=species:S:1:pos:R:3:lowdin_charge:R:1
C -0.2574 0.1062 -2.2218 -0.12
C 0.8604 0.8546 -1.4388 -0.24
C 1.2267 -0.0661 -0.1724 -0.16
C 0.1674 -0.1437 0.9286 -0.21
C -0.1645 0.7475 2.0309 -0.15
C -0.7010 -1.1925 1.0489 -0.02
H -1.1091 -0.1161 -1.5555 0.06
H -0.0899 -0.8036 -2.7378 0.04
H -0.5352 0.8858 -3.1195 0.12
H 1.7819 0.9433 -2.0446 0.11
H 0.4673 1.5912 -1.0745 -0.01
H 2.2984 0.6369 0.2618 0.17
H 1.7730 -1.0864 -0.6135 0.15
H 0.1136 1.6031 2.4307 0.07
H -2.2882 -1.4647 2.4691 0.20
H -0.9491 -2.0312 0.9505 0.01
N -1.1346 0.3676 2.7173 0.04
N -1.4598 -0.8320 2.1406 -0.04
```

The net charge is 0. The HOMO-LUMO gap is 9.811 eV.

***

Run B
This record from the OMol25 dataset describes the molecule C6H10N2. The level of theory is ωB97M-V/def2-TZVPD.

The geometry in XYZ format:
```
18
Properties=species:S:1:pos:R:3:lowdin_charge:R:1
C 0.0940 1.6345 0.3195 -0.04
C -1.0864 0.6762 -0.1985 -0.30
N -2.4109 0.0636 -0.0812 0.05
C -1.2901 -0.7204 0.3407 -0.25
C 0.0088 -1.6207 -0.1599 -0.06
C 1.1588 -0.6272 0.3919 -0.32
N 2.4009 -0.0257 0.0066 0.06
C 1.1257 0.6280 -0.4163 -0.28
H 0.2132 2.7440 0.1301 0.09
H 0.1649 1.6496 1.4882 0.12
H -0.8606 0.6919 -1.1857 0.07
H -2.8848 0.3180 -0.9906 0.13
H -1.1505 -0.9193 1.4453 0.14
H -0.2056 -2.7123 0.1734 0.11
H 0.0513 -1.4660 -1.2594 0.09
H 0.9574 -0.4433 1.4298 0.11
H 2.6087 -0.5969 -0.8970 0.14
H 1.1109 0.6460 -1.4772 0.12
```

Its SMILES is C1[C@@H]2N[C@H]2C[C@H]2N[C@H]12. The net charge is 0. The HOMO-LUMO gap is 9.631 eV.

***

Going by the energies, run A is most stable and the next is 2.186 eV up.

***

Run A
This record from the OMol25 dataset describes a structure of composition C25H27N3O6S. The level of theory is ωB97M-V/def2-TZVPD.

The geometry in XYZ format:
```
62
Properties=species:S:1:pos:R:3:lowdin_charge:R:1
C -9.0866 -0.0475 -0.9980 -0.11
H -9.9689 -0.5024 -0.9548 0.05
H -8.6502 -0.1052 -2.1437 0.15
H -9.1391 0.9922 -0.8959 0.08
O -8.2696 -0.8892 -0.3252 -0.02
C -7.0383 -0.4397 -0.0663 -0.43
C -6.4789 0.5045 -0.7351 -0.02
C -5.0638 0.9270 -0.8825 0.05
C -4.3085 0.2342 0.0556 -0.13
C -4.8224 -0.8060 0.9410 0.06
C -6.2623 -0.8383 0.8345 -0.04
H -6.7861 -1.6863 1.3300 0.14
H -4.2645 -1.4579 1.5904 0.10
C -2.8153 0.6254 0.3006 -0.40
C -1.8162 -0.3438 0.3802 -0.41
S -0.3645 0.5151 0.6818 1.18
C -1.1604 1.8526 0.2490 -0.48
N -2.4993 1.7871 0.1693 0.11
N -0.5338 3.3713 0.0714 0.17
C 0.6423 3.7309 0.1725 -0.76
O 0.8953 4.8344 0.2133 0.18
C 1.5629 2.7830 -0.2180 -0.11
C 1.4622 1.9649 -1.4018 -0.03
C 2.3896 1.0087 -1.6765 -0.07
C 3.6585 1.0770 -1.4174 -0.04
C 3.9841 1.8095 -0.1048 -0.29
C 2.9203 2.4857 0.2857 0.03
H 3.0896 3.5165 1.0762 0.20
O 5.0380 1.6276 0.6130 -0.06
C 5.4659 2.5046 1.6263 -0.03
H 5.4011 3.6988 1.1819 0.18
H 6.4191 2.2709 1.7216 0.04
H 4.7944 2.4402 2.4308 0.07
O 4.6664 -0.0675 -1.4919 -0.11
C 4.3846 -1.1294 -2.2754 -0.26
C 3.3613 -1.7825 -1.6930 -0.13
O 2.4201 -2.3220 -2.6142 -0.07
N 3.4466 -2.3847 -0.1922 -0.11
C 4.4722 -2.0300 0.5065 -0.22
H 5.1088 -1.2701 0.1551 0.11
C 3.9305 -1.4933 1.8804 -0.06
H 4.4628 -1.1663 2.7294 0.09
O 2.7773 -2.2944 2.3274 -0.18
C 1.8036 -2.6805 1.3979 -0.15
H 1.0386 -3.1258 1.8165 0.05
C 2.5715 -3.3017 0.1178 -0.19
H 1.7215 -3.5062 -0.5761 0.13
H 2.9865 -4.3459 0.4557 0.17
H 1.3777 -1.5147 0.9667 0.13
H 3.2640 -0.3932 1.4736 0.19
H 5.0077 -2.9565 0.7518 0.15
H 5.3871 -1.5686 -2.3900 0.17
H 4.3106 -0.7077 -3.3928 0.20
H 2.3261 0.2160 -2.5816 0.18
H 0.6580 1.8240 -1.8924 0.05
H -1.2676 4.1093 0.4820 0.22
C -1.8364 -1.8699 0.5642 -0.03
H -1.8062 -2.1099 1.7301 0.15
H -0.9428 -2.1355 0.1082 0.05
H -2.5904 -2.2223 0.5152 -0.11
H -4.5195 1.6011 -1.4519 0.09
H -6.9149 1.1822 -1.5318 0.13
```

The net charge is 0. The HOMO-LUMO gap is 8.048 eV.

***

Run B
This record from the OMol25 dataset describes the molecule C25H27N3O6S. The level of theory is ωB97M-V/def2-TZVPD.

The geometry in XYZ format:
```
62
Properties=species:S:1:pos:R:3:lowdin_charge:R:1
C 6.0113 1.1771 -6.2051 -0.09
O 5.8707 1.9192 -5.0183 -0.08
C 4.7128 1.8050 -4.3121 -0.28
C 3.6345 1.0007 -4.6677 -0.02
C 2.5113 0.9604 -3.8645 -0.02
C 2.4317 1.7050 -2.6910 -0.17
C 1.2202 1.6102 -1.8804 -0.29
N 0.0409 1.3630 -2.5285 0.12
C -0.9545 1.2567 -1.7302 -0.60
N -2.2486 1.1061 -2.1577 0.12
C -3.3047 0.4813 -1.5265 -0.44
O -4.4373 0.6733 -1.9057 0.10
C -2.9423 -0.4524 -0.4333 -0.19
C -3.6972 -0.4913 0.7261 0.00
C -3.3790 -1.3853 1.7369 0.02
C -2.3188 -2.2630 1.5857 -0.19
O -1.9112 -3.1777 2.5102 -0.04
C -2.4442 -3.1027 3.8140 -0.08
C -2.2280 -1.7567 4.5193 -0.45
O -3.1555 -1.2087 5.0864 0.06
N -0.9878 -1.2342 4.4939 -0.03
C 0.2058 -1.7893 3.8935 -0.09
C 0.7122 -0.8280 2.8113 -0.18
O 0.9424 0.4604 3.3360 -0.15
C -0.2365 0.9939 3.9006 -0.17
C -0.7611 0.0974 5.0247 -0.10
C -1.5577 -2.2454 0.3927 -0.20
O -0.5221 -3.1289 0.3436 -0.07
C 0.3017 -3.1223 -0.7972 -0.07
C -1.8804 -1.3452 -0.6030 0.01
S -0.5392 1.4632 -0.0269 1.13
C 1.1200 1.6896 -0.5167 -0.48
C 2.1760 1.8910 0.5093 -0.09
C 3.5070 2.5263 -2.3524 -0.03
C 4.6289 2.5738 -3.1498 0.00
H 5.9547 0.1002 -6.0153 0.09
H 6.9998 1.4220 -6.5906 0.09
H 5.2555 1.4560 -6.9463 0.10
H 3.6572 0.4043 -5.5662 0.10
H 1.6730 0.3414 -4.1448 0.11
H -2.4745 1.5646 -3.0334 0.16
H -4.5254 0.1889 0.8436 0.13
H -3.9647 -1.3817 2.6412 0.11
H -1.9433 -3.8968 4.3763 0.14
H -3.5230 -3.3013 3.8187 0.14
H 0.0183 -2.7655 3.4544 0.12
H 0.9706 -1.8790 4.6754 0.14
H 1.6666 -1.1742 2.4113 0.14
H -0.0271 -0.7707 1.9991 0.10
H 0.0280 1.9802 4.2839 0.13
H -1.0081 1.0972 3.1224 0.12
H -1.7050 0.4749 5.4182 0.13
H -0.0198 0.0414 5.8291 0.14
H 1.0651 -3.8757 -0.6106 0.10
H 0.7820 -2.1483 -0.9422 0.10
H -0.2563 -3.3904 -1.6998 0.10
H -1.3195 -1.3254 -1.5241 0.12
H 2.3336 2.9544 0.6960 0.09
H 3.1154 1.4568 0.1717 0.09
H 1.8834 1.4321 1.4515 0.05
H 3.4549 3.1552 -1.4787 0.11
H 5.4630 3.2094 -2.8974 0.12
```

Its SMILES is COc1ccc(-c2nc(NC(=O)c3ccc(OCC(=O)N4CCOCC4)c(OC)c3)sc2C)cc1. The net charge is 0. The HOMO-LUMO gap is 8.335 eV.

***

Going by the energies, run B is most stable and the next is 22.253 eV up.